Below is a gas-phase ion, C29H21N2O4S2 (charge -1), with properties calculated with the ωB97M-V functional and the def2-TZVPD basis.

Summary:
relative energy (zero: lowest compared OMol25 entry of this formula, charge and spin)	0.00	kcal/mol
net charge	-1
2S+1	1
electronic energy	-63252.265	eV
SMILES	N#C[C@H](N=C(c1ccccc1)c1ccccc1)[C@H](C1=[S@](=O)([O-])c2ccccc2S1(=O)=O)c1ccccc1

CARTESIAN COORDINATES (ANGSTROEM)
H  -5.0230  3.2683  3.7341
C  -2.9424  3.5821  4.4938
C  -5.3445  6.8171  1.2063
S  -5.1243  6.3899  3.8950
C  -4.0429  3.7473  3.4852
C  2.4540  3.3067  0.6302
H  -1.5239  3.3616  -1.8342
H  -3.4592  0.3707  0.5651
C  -2.4455  1.9137  -0.5050
C  -3.3450  0.8440  -0.4149
H  -5.4440  6.9844  -0.8958
H  2.4798  2.4542  -1.3797
C  -7.1519  8.9202  1.3509
S  -4.2681  5.3749  1.2074
H  -1.8580  5.3886  3.9123
N  -2.1696  2.4523  1.9375
H  3.5254  3.5211  0.6341
C  0.5039  2.4089  -0.4971
C  -6.6950  8.4628  0.1164
C  -2.2226  2.5188  -1.7626
O  -2.8856  5.6594  0.8533
H  -7.0918  8.6574  3.4619
H  -2.7633  2.6449  -3.8511
H  0.2402  4.5806  5.1075
C  -3.8978  1.0992  -2.7719
C  -3.0540  2.6135  5.4616
C  -0.7267  2.8748  5.9319
H  -4.8385  -0.3270  -1.4213
H  -7.8497  9.7662  1.3629
O  -4.9958  4.2938  0.5449
H  2.0925  4.0559  2.6701
C  0.3146  3.3159  1.7531
C  -2.9591  2.1370  -2.8933
H  0.2003  2.5341  6.3799
H  0.0615  1.9571  -1.3896
H  -2.0276  1.3114  6.7519
C  -6.6963  8.3033  2.5151
C  -1.8662  4.4562  4.4969
C  -1.7084  2.3617  0.7255
H  -0.3255  3.5358  2.6060
H  -7.0283  8.9000  -0.8095
C  -1.9301  2.2170  6.1687
H  -4.0379  2.1684  5.5389
C  -5.7469  7.2782  2.4561
C  -4.2739  5.0818  2.9390
C  -3.8718  1.2635  3.0995
H  -4.4995  0.7905  -3.6302
O  -4.2181  7.2873  4.5822
C  -0.2823  2.7362  0.6238
N  -4.1665  0.2865  3.6731
C  -0.7207  4.0590  5.2081
C  -3.5248  2.5248  2.4493
O  -6.2648  5.8310  4.6104
C  1.8745  2.6919  -0.4928
C  -5.8049  7.3997  0.0368
C  1.6801  3.5936  1.7744
H  -4.2833  2.7012  1.7034
C  -4.0988  0.4698  -1.5307

Cartesian forces (eV/Å) of the 3 atoms listed first:
0.71 0.18 0.64
-1.13 2.24 0.84
0.38 0.09 0.14

Below is a molecular structure, C40H36N10O6OsS, with properties calculated with the ωB97M-V functional and the def2-TZVPD basis.

Summary:
relative energy (zero: lowest compared OMol25 entry of this formula, charge and spin)	7.17	kcal/mol
2S+1	1
electronic energy	-82549.898	eV

CARTESIAN COORDINATES (ANGSTROEM)
C  5.1839  0.1420  -4.4385
C  -4.1454  -0.2409  -2.5970
H  4.2178  -1.1631  -3.0242
N  -4.8905  -2.6969  2.6578
C  5.0186  -0.5465  -0.1152
H  -3.1140  0.8456  -4.1281
H  -1.9087  1.7375  2.4083
C  4.7208  0.7874  -0.4300
H  -4.1950  1.1542  2.6625
C  4.2277  -0.1871  -3.4925
H  -1.5386  -0.7986  1.2408
H  4.2445  3.3326  -5.0872
H  -3.9967  1.8917  -3.0140
C  6.9443  0.9756  -1.3435
H  -2.9929  1.6331  6.7341
H  7.3650  3.9449  -1.7883
C  4.0046  -1.4797  0.5047
N  -2.1980  1.2206  -2.3035
C  -1.6874  2.7590  2.6629
H  -0.9776  -0.4645  -2.7917
H  5.9376  1.6598  -5.7544
C  5.7087  1.5141  -1.0392
H  -4.6486  -0.9555  -4.5562
N  -1.8193  4.6771  3.7243
O  -1.6761  -2.3552  -0.4762
H  -3.3811  3.5791  5.3922
O  5.6699  2.8302  -1.4346
H  2.5589  2.7637  -3.3617
C  -4.7041  -1.1448  -3.4902
C  -0.5813  -0.8420  3.2820
H  -0.2814  -4.4645  -2.9559
H  8.2426  -0.7292  -1.2442
C  -3.8854  -1.1899  5.0865
S  -0.4492  -2.9444  -1.1058
C  0.2812  -4.0707  0.0765
H  0.5826  -3.4696  0.9329
H  3.7465  1.2146  -0.2289
H  2.3767  -0.5998  2.1710
O  2.7810  -1.4158  0.0811
C  2.3288  0.4192  -2.0746
C  -4.1127  -0.6357  3.8296
C  0.7692  -0.7521  3.5470
H  -3.2867  -0.7908  7.1006
H  5.9319  -0.5866  -4.7233
H  -1.4869  -5.0294  -1.7511
H  1.1752  -4.5054  -0.3711
O  7.7271  1.9224  -1.9514
C  -3.5720  1.5596  4.6734
H  -0.4433  -4.8319  0.3628
C  -5.3088  -2.3084  -3.0264
N  -2.1322  2.2002  -1.3674
H  -4.0121  -2.2551  5.2273
C  7.2686  -0.3179  -1.0186
H  -0.6019  2.5798  0.0379
N  -5.1114  -2.9925  1.3152
N  -2.3252  3.4296  3.6328
N  -0.3605  0.8535  -1.2258
H  -0.2836  5.5511  2.6012
C  -0.8937  4.6831  2.7888
C  -3.4741  3.0467  4.4485
Os  1.4314  -0.1075  -0.7282
C  -3.3101  0.9975  5.9164
C  -4.4888  -1.4751  2.6969
C  -0.6787  -0.7342  1.8882
C  6.2785  -1.0700  -0.3825
C  -4.8081  -1.6675  -0.7774
C  3.2738  0.7582  -3.1074
C  -4.2169  -0.5001  -1.2388
C  6.8733  3.0469  -2.1614
C  -3.4031  0.9818  -3.0860
C  -5.3495  -2.5846  -1.6715
C  -3.9752  0.7317  3.6354
H  6.4760  -2.0926  -0.0918
H  6.6454  3.1326  -3.2295
C  5.1884  1.4060  -5.0155
H  -3.7748  0.1912  -0.5327
N  0.5261  -0.5865  1.3470
N  -0.7732  3.5211  2.0991
H  -5.7915  -3.4979  -1.2973
O  4.3714  -2.3079  1.3286
H  -1.8701  -3.6589  -2.8231
C  -4.8012  -1.9315  0.6558
C  4.2377  2.3466  -4.6403
N  1.3883  -0.5947  2.3723
O  -4.4041  -0.9214  1.4665
H  1.3259  -0.8049  4.4667
C  -3.4775  -0.3682  6.1233
H  -1.3776  -0.9842  3.9910
C  -1.0778  -4.1660  -2.2748
H  -4.3768  3.4103  3.9528
C  -0.9977  1.9620  -0.7549
C  -1.1546  0.4047  -2.1836
H  -5.7333  -3.0103  -3.7320
C  3.2868  2.0297  -3.6833

Cartesian forces (eV/Å) of the 3 atoms listed first:
-0.04 -0.06 0.03
0.02 0.00 -0.01
0.01 0.01 0.00

Below is C3H5N3 in the gas phase, with properties calculated with the ωB97M-V functional and the def2-TZVPD basis.

Summary:
relative energy (zero: lowest compared OMol25 entry of this formula, charge and spin)	68.57	kcal/mol
2S+1	1
electronic energy	-7659.482	eV

CARTESIAN COORDINATES (ANGSTROEM)
C  -0.3654  -0.0432  -0.0539
H  2.5557  -0.6190  0.2394
H  2.1702  1.7712  -0.0387
C  -1.7839  -0.5078  0.0300
H  -2.2512  -0.1258  0.9437
N  1.4133  1.1020  -0.0193
H  -1.8078  -1.6007  0.0493
H  -2.3840  -0.1566  -0.8149
N  0.6063  -0.9276  -0.1305
N  1.7376  -0.2323  -0.2105
C  0.1092  1.3399  0.0056

Cartesian forces (eV/Å) of the 3 atoms listed first:
-0.12 -0.10 0.07
0.01 0.03 0.00
-0.16 -0.02 -0.07

Below is a molecular structure, BrHNO2S, with properties calculated with the ωB97M-V functional and the def2-TZVPD basis.

Summary:
relative energy (zero: lowest compared OMol25 entry of this formula, charge and spin)	13.53	kcal/mol
net charge	-1
2S+1	1
electronic energy	-86478.793	eV

CARTESIAN COORDINATES (ANGSTROEM)
H  -1.3872  0.6678  -0.1356
O  -0.8087  -1.7214  -0.3184
O  -0.9235  0.6536  0.7396
S  0.0945  -0.7510  0.4061
N  0.9029  -0.0400  -0.7540
Br  2.1221  1.1909  0.0623

Cartesian forces (eV/Å) of the 3 atoms listed first:
0.40 0.26 0.83
0.99 1.17 0.91
-0.80 -1.23 -0.35

| no. | E_HOMO (eV) | molar mass (g/mol) | largest force on an atom (eV Å⁻¹) |
| --- | --- | --- | --- |
| 1 | -4.04 | 525.6 | 4.24 |
| 2 | -6.51 | 975.1 | 0.42 |
| 3 | -8.81 | 83.1 | 0.57 |
| 4 | -3.81 | 159.0 | 1.79 |